Record 1
ORCA calculation (the ωB97M-V functional and the def2-TZVPD basis) on 5 unconnected molecules or ions with the total composition C20H54BNO7Si.

- Structure (SMILES): NC[C@@H](O)C[SiH2]CB(O)O.CCOCC.CCOCC.CCOCC.CCOCC
- LUMO energy: 0.5509 eV

Each atom is followed by the atoms it is bonded to, with distances in Å.
CARTESIAN COORDINATES (ANGSTROEM)
1 N 0.812 1.699 -1.306  C2 1.470, H11 1.015, H12 1.014
2 C 0.071 0.509 -0.864  N1 1.470, C3 1.527, H13 1.094, H14 1.099
3 C -1.422 0.636 -1.156  C2 1.527, O4 1.427, C5 1.536, H15 1.099
4 O -1.992 -0.613 -1.547  C3 1.427, H16 0.963
5 C -2.205 1.223 0.028  C3 1.536, Si6 1.877, H17 1.099, H18 1.094
6 Si -3.774 2.129 -0.463  C5 1.877, C7 1.884, H19 1.484, H20 1.481
7 C -4.779 1.170 -1.736  Si6 1.884, B8 1.559, H21 1.095, H22 1.090
8 B -6.151 0.739 -1.135  C7 1.559, O9 1.387, O10 1.400
9 O -6.385 -0.578 -0.767  B8 1.387, H23 0.960
10 O -7.108 1.721 -0.853  B8 1.400, H24 0.960
11 H 0.197 2.507 -1.273  N1 1.015
12 H 1.557 1.903 -0.650  N1 1.014
13 H 0.473 -0.368 -1.380  C2 1.094
14 H 0.208 0.336 0.213  C2 1.099
15 H -1.538 1.287 -2.033  C3 1.099
16 H -1.524 -1.326 -1.099  O4 0.963
17 H -1.570 1.957 0.543  C5 1.099
18 H -2.405 0.424 0.748  C5 1.094
19 H -4.592 2.345 0.757  Si6 1.484
20 H -3.395 3.451 -1.013  Si6 1.481
21 H -4.973 1.859 -2.564  C7 1.095
22 H -4.202 0.318 -2.097  C7 1.090
23 H -7.125 -1.019 -1.189  O9 0.960
24 H -7.859 1.767 -1.450  O10 0.960
25 C 0.392 -3.644 2.693  C26 1.517, H30 1.092, H31 1.090, H32 1.090
26 C -0.582 -4.222 1.683  C25 1.517, O27 1.420, H33 1.090, H34 1.096
27 O -0.344 -3.804 0.347  C26 1.420, C28 1.418
28 C 0.919 -4.160 -0.191  O27 1.418, C29 1.519, H35 1.096, H36 1.091
29 C 1.159 -5.659 -0.259  C28 1.519, H37 1.091, H38 1.091, H39 1.091
30 H 0.436 -2.557 2.604  C25 1.092
31 H 0.078 -3.902 3.704  C25 1.090
32 H 1.399 -4.040 2.568  C25 1.090
33 H -1.596 -3.885 1.901  C26 1.090
34 H -0.587 -5.316 1.746  C26 1.096
35 H 1.726 -3.672 0.367  C28 1.096
36 H 0.924 -3.737 -1.196  C28 1.091
37 H 1.264 -6.104 0.731  C29 1.091
38 H 2.079 -5.858 -0.811  C29 1.091
39 H 0.333 -6.153 -0.772  C29 1.091
40 C 4.298 2.442 -3.321  C41 1.518, H45 1.091, H46 1.091, H47 1.091
41 C 4.095 2.958 -1.908  C40 1.518, O42 1.419, H48 1.089, H49 1.096
42 O 4.406 2.015 -0.895  C41 1.419, C43 1.416
43 C 5.750 1.570 -0.863  O42 1.416, C44 1.519, H50 1.096, H51 1.090
44 C 6.762 2.674 -0.605  C43 1.519, H52 1.091, H53 1.091, H54 1.091
45 H 3.776 1.494 -3.452  C40 1.091
46 H 3.893 3.161 -4.034  C40 1.091
47 H 5.352 2.296 -3.561  C40 1.091
48 H 3.041 3.184 -1.755  C41 1.089
49 H 4.653 3.889 -1.753  C41 1.096
50 H 6.001 1.035 -1.786  C43 1.096
51 H 5.782 0.841 -0.052  C43 1.090
52 H 6.835 3.369 -1.442  C44 1.091
53 H 7.750 2.239 -0.451  C44 1.091
54 H 6.489 3.239 0.287  C44 1.091
55 C 2.929 -5.406 7.251  C56 1.519, H60 1.091, H61 1.091, H62 1.091
56 C 1.947 -5.945 6.225  C55 1.519, O57 1.418, H63 1.090, H64 1.096
57 O 2.185 -5.488 4.904  C56 1.418, C58 1.417
58 C 3.437 -5.847 4.346  O57 1.417, C59 1.519, H65 1.096, H66 1.091
59 C 3.649 -7.345 4.213  C58 1.519, H67 1.091, H68 1.091, H69 1.091
60 H 2.985 -4.319 7.189  C55 1.091
61 H 2.599 -5.680 8.254  C55 1.091
62 H 3.933 -5.810 7.114  C55 1.091
63 H 0.939 -5.600 6.457  C56 1.090
64 H 1.927 -7.040 6.257  C56 1.096
65 H 4.258 -5.395 4.914  C58 1.096
66 H 3.441 -5.384 3.358  C58 1.091
67 H 3.753 -7.834 5.183  C59 1.091
68 H 4.561 -7.540 3.647  C59 1.091
69 H 2.810 -7.803 3.688  C59 1.091
70 C -2.366 7.101 -3.685  C71 1.519, H75 1.091, H76 1.091, H77 1.091
71 C -3.192 5.844 -3.898  C70 1.519, O72 1.416, H78 1.091, H79 1.097
72 O -3.980 5.476 -2.780  C71 1.416, C73 1.416
73 C -4.959 6.416 -2.377  O72 1.416, C74 1.519, H80 1.096, H81 1.090
74 C -6.013 6.702 -3.433  C73 1.519, H82 1.091, H83 1.091, H84 1.091
75 H -1.780 7.019 -2.768  C70 1.091
76 H -1.681 7.238 -4.523  C70 1.091
77 H -2.986 7.996 -3.616  C70 1.091
78 H -2.534 4.990 -4.063  C71 1.091
79 H -3.815 5.947 -4.794  C71 1.097
80 H -4.488 7.349 -2.048  C73 1.096
81 H -5.425 5.966 -1.499  C73 1.090
82 H -5.605 7.243 -4.288  C74 1.091
83 H -6.808 7.314 -3.004  C74 1.091
84 H -6.450 5.770 -3.795  C74 1.091



Record 2
ORCA calculation (the ωB97M-V functional and the def2-TZVPD basis) on 6 unconnected molecules or ions with the total composition C20H54N2O12 at a distorted geometry.

- Structure (SMILES): COCCNCCOC.COCCNCCOC.OCCO.OCCO.OCCO.OCCO
- Relative energy (zero: lowest compared OMol25 entry of this formula, charge and spin): 25.5 kcal per mole
- LUMO energy: 0.1730 eV

Each atom is followed by the atoms it is bonded to, with distances in Å.
CARTESIAN COORDINATES (ANGSTROEM)
1 C -1.378 4.699 1.491  C2 1.531, O4 1.416, H5 1.097, H6 1.096
2 C -2.549 4.256 2.372  C1 1.531, O3 1.415, H7 1.096, H8 1.095
3 O -3.130 3.016 2.015  C2 1.415, H9 0.963
4 O -1.805 5.427 0.353  C1 1.416, H10 0.969
5 H -0.707 3.893 1.169  C1 1.097
6 H -0.719 5.328 2.099  C1 1.096
7 H -3.284 5.068 2.409  C2 1.096
8 H -2.214 4.256 3.414  C2 1.095
9 H -3.034 2.940 1.060  O3 0.963
10 H -1.687 4.851 -0.418  O4 0.969
11 C -0.576 0.983 -0.565  C12 1.517, O14 1.405, H15 1.096, H16 1.091
12 C 0.905 1.096 -0.257  C11 1.517, O13 1.437, H17 1.092, H18 1.095
13 O 1.496 1.912 -1.282  C12 1.437, H19 0.967
14 O -0.770 0.550 -1.888  C11 1.405, H20 0.963
15 H -1.070 1.930 -0.318  C11 1.096
16 H -1.037 0.278 0.129  C11 1.091
17 H 1.336 0.101 -0.131  C12 1.092
18 H 1.062 1.552 0.726  C12 1.095
19 H 2.361 1.514 -1.446  O13 0.967
20 H -0.138 0.981 -2.472  O14 0.963
21 C -0.290 6.250 -3.106  C22 1.535, O24 1.436, H25 1.095, H26 1.087
22 C 0.112 4.773 -2.998  C21 1.535, O23 1.427, H27 1.092, H28 1.090
23 O -0.402 4.266 -1.767  C22 1.427, H29 0.968
24 O 0.750 7.199 -3.388  C21 1.436, H30 0.957
25 H -0.628 6.615 -2.131  C21 1.095
26 H -1.092 6.439 -3.815  C21 1.087
27 H 1.203 4.759 -2.961  C22 1.092
28 H -0.286 4.307 -3.899  C22 1.090
29 H 0.037 3.408 -1.678  O23 0.968
30 H 1.194 7.537 -2.611  O24 0.957
31 C 3.819 2.088 -3.510  C32 1.543, O34 1.407, H35 1.098, H36 1.093
32 C 4.682 3.150 -2.798  C31 1.543, O33 1.415, H37 1.097, H38 1.092
33 O 4.579 4.445 -3.358  C32 1.415, H39 0.961
34 O 3.923 0.831 -2.887  C31 1.407, H40 0.956
35 H 4.211 1.904 -4.519  C31 1.098
36 H 2.772 2.389 -3.419  C31 1.093
37 H 5.711 2.775 -2.879  C32 1.097
38 H 4.363 3.243 -1.758  C32 1.092
39 H 5.215 4.508 -4.076  O33 0.961
40 H 4.589 0.258 -3.263  O34 0.956
41 C 1.198 -1.626 2.502  O42 1.413, H50 1.096, H51 1.098, H52 1.086
42 O 1.139 -1.743 3.909  C41 1.413, C43 1.394
43 C 2.080 -2.595 4.485  O42 1.394, C44 1.524, H53 1.103, H54 1.109
44 C 1.816 -2.704 5.982  C43 1.524, N45 1.434, H55 1.092, H56 1.099
45 N 2.152 -3.958 6.592  C44 1.434, C46 1.449, H57 1.000
46 C 3.509 -4.430 6.401  N45 1.449, C47 1.551, H58 1.101, H59 1.092
47 C 4.555 -3.621 7.214  C46 1.551, O48 1.425, H60 1.090, H61 1.091
48 O 4.980 -4.411 8.322  C47 1.425, C49 1.408
49 C 6.244 -5.007 8.146  O48 1.408, H62 1.088, H63 1.095, H64 1.098
50 H 1.576 -2.594 2.152  C41 1.096
51 H 1.948 -0.866 2.243  C41 1.098
52 H 0.252 -1.333 2.055  C41 1.086
53 H 3.134 -2.424 4.208  C43 1.103
54 H 2.028 -3.606 4.032  C43 1.109
55 H 0.794 -2.434 6.251  C44 1.092
56 H 2.332 -1.864 6.469  C44 1.099
57 H 1.493 -4.700 6.716  N45 1.000
58 H 3.780 -4.557 5.342  C46 1.101
59 H 3.542 -5.457 6.772  C46 1.092
60 H 4.016 -2.798 7.682  C47 1.090
61 H 5.350 -3.223 6.582  C47 1.091
62 H 6.678 -5.244 9.116  C49 1.088
63 H 6.908 -4.335 7.594  C49 1.095
64 H 6.244 -5.940 7.566  C49 1.098
65 C -5.210 -1.909 -6.464  O66 1.397, H74 1.095, H75 1.103, H76 1.088
66 O -4.581 -2.225 -5.257  C65 1.397, C67 1.412
67 C -3.279 -1.722 -5.044  O66 1.412, C68 1.531, H77 1.098, H78 1.091
68 C -2.419 -2.769 -4.332  C67 1.531, N69 1.462, H79 1.094, H80 1.095
69 N -2.970 -3.374 -3.120  C68 1.462, C70 1.438, H81 1.019
70 C -3.196 -2.497 -2.003  N69 1.438, C71 1.521, H82 1.098, H83 1.100
71 C -4.618 -1.967 -1.900  C70 1.521, O72 1.396, H84 1.101, H85 1.106
72 O -5.547 -3.009 -1.910  C71 1.396, C73 1.417
73 C -6.887 -2.637 -1.640  O72 1.417, H86 1.092, H87 1.092, H88 1.089
74 H -4.690 -2.299 -7.345  C65 1.095
75 H -5.246 -0.811 -6.564  C65 1.103
76 H -6.251 -2.225 -6.431  C65 1.088
77 H -3.385 -0.927 -4.293  C67 1.098
78 H -2.837 -1.303 -5.949  C67 1.091
79 H -1.429 -2.363 -4.103  C68 1.094
80 H -2.182 -3.603 -5.001  C68 1.095
81 H -3.884 -3.712 -3.417  N69 1.019
82 H -2.518 -1.634 -1.967  C70 1.098
83 H -2.929 -2.977 -1.050  C70 1.100
84 H -4.808 -1.149 -2.611  C71 1.101
85 H -4.692 -1.432 -0.934  C71 1.106
86 H -7.008 -1.736 -1.034  C73 1.092
87 H -7.285 -3.439 -1.014  C73 1.092
88 H -7.422 -2.590 -2.588  C73 1.089



Per-record Kohn-Sham gap, eV: 9.717 8.609
Per-record E_HOMO, eV: -9.2 -8.4